Density functional theory data (the ωB97M-V functional and the def2-TZVPD basis) for 2 unconnected molecules or ions with the total composition C28H29N4O in a non-equilibrium geometry.

As for the LUMO energy: -5.2 eV. For the frontier orbital gap, the calculation gives 6.16 eV. The total charge is +1.

The geometry in XYZ format:
```
62
C28H29N4O, DFT the ωB97M-V functional and the def2-TZVPD basis
C 1.79168 -1.40397 -4.67494
N 1.68212 -0.93007 -3.31335
C 2.76245 -0.44191 -2.63663
O 3.90359 -0.37790 -3.08624
C 2.27960 -0.00462 -1.25609
C 2.49119 1.49054 -1.02600
C 3.95410 1.88154 -1.04091
C 4.43288 2.78071 -1.99841
C 5.79268 3.09445 -2.05127
C 6.67601 2.51711 -1.12881
C 6.19499 1.62697 -0.15967
C 4.83147 1.31741 -0.11201
N 0.86561 -0.39727 -1.27434
C 0.05819 -0.21914 -0.21026
C -1.29173 -0.56076 -0.20814
C -2.20218 -0.40403 0.83231
C -3.58983 -0.77102 0.72222
C -4.48454 -0.55155 1.80405
C -5.81800 -0.91838 1.72597
C -6.32656 -1.51613 0.56078
C -7.70646 -1.90323 0.47443
N -8.83180 -2.22197 0.39859
C -5.47042 -1.73356 -0.52441
C -4.13344 -1.36846 -0.45492
C 0.43440 -0.97623 -2.56036
C -0.60561 -0.08782 -3.26369
C -0.00355 -2.44139 -2.40903
H 2.82187 -1.25860 -5.00337
H 1.53535 -2.46870 -4.73943
H 1.11623 -0.84535 -5.33491
H 2.82830 -0.58325 -0.48970
H 1.95542 2.03665 -1.81796
H 2.03229 1.75780 -0.06161
H 3.72656 3.20153 -2.71794
H 6.15559 3.78575 -2.81484
H 7.73830 2.76164 -1.16560
H 6.87296 1.16901 0.56284
H 4.43524 0.62234 0.63217
H 0.53443 0.21437 0.67361
H -1.68048 -0.99750 -1.12525
H -1.85657 0.01125 1.78643
H -4.09288 -0.08441 2.70884
H -6.48828 -0.74838 2.56776
H -5.85908 -2.19701 -1.43236
H -3.50394 -1.55785 -1.32536
H -0.17243 0.91222 -3.41455
H -0.86359 -0.52651 -4.23519
H -1.51663 0.02457 -2.67360
H 0.83579 -3.01094 -1.98530
H -0.85833 -2.55073 -1.74049
H -0.26580 -2.84892 -3.39241
N -1.32795 -0.07531 4.37956
C -0.19344 0.55543 4.69539
C -0.03720 1.28775 5.88967
C -1.10567 1.32025 6.79065
C -2.27127 0.61115 6.48670
C -2.32639 -0.09313 5.26709
H 0.62497 0.48818 3.97324
H 0.90553 1.80936 6.06276
H -1.03161 1.89195 7.71769
H -3.14268 0.58531 7.14302
H -3.21143 -0.67925 5.00359
```